This record from the Open Molecules 2025 dataset describes a 3-piece molecular cluster, H5O3 overall. The level of theory is the ωB97M-V functional and the def2-TZVPD basis.

Results
Charge: -1
Highest occupied orbital energy in eV: -3.95
Strongest force on any atom in eV/Å: 1.13
Energy above the lowest of the compared OMol25 structures with the same formula, charge and spin in eV: 0.164
Orbital gap in eV: 8.91
LUMO in eV: 5.0

Each line ends with the Löwdin charge.
CARTESIAN COORDINATES (ANGSTROEM)
O1 -0.1792 0.7252 -0.0100  -0.427
H1 -1.0180 1.2187 0.0114  -0.061
O2 -0.2470 -0.4346 2.3049  -0.161
H2 0.4677 -1.0443 2.1535  -0.017
H3 -0.0610 0.1629 1.5212  -0.046
O3 0.0881 -0.2743 -2.3276  -0.205
H4 1.0230 -0.4630 -2.2844  -0.030
H5 -0.0735 0.1095 -1.3690  -0.054


This record from the Open Molecules 2025 dataset describes H5P3S as an isolated structure. The level of theory is the ωB97M-V functional and the def2-TZVPD basis.

Results
Highest occupied orbital energy in eV: -8.68
Strongest force on any atom in eV/Å: 3.52
Energy above the lowest of the compared OMol25 structures with the same formula, charge and spin in eV: 1.019
Orbital gap in eV: 7.60
LUMO in eV: -1.1

Each line ends with the Löwdin charge.
CARTESIAN COORDINATES (ANGSTROEM)
P1 1.2957 0.8519 1.9061  0.324
P2 -1.4567 -0.4319 -1.9014  0.288
P3 1.2401 0.2296 -0.1528  0.282
S1 -1.0692 -1.0679 0.0808  -0.074
H1 1.2923 -0.4836 2.5807  -0.116
H2 2.7060 1.0314 1.8300  -0.180
H3 -1.8822 -1.6788 -2.2724  -0.204
H4 -2.6692 0.2367 -1.3011  -0.123
H5 0.5432 1.3126 -0.7697  -0.197


This record from the Open Molecules 2025 dataset describes a 3-piece molecular cluster, H5S3 overall. The level of theory is the ωB97M-V functional and the def2-TZVPD basis.

Results
Charge: -1
Highest occupied orbital energy in eV: -3.34
Strongest force on any atom in eV/Å: 1.32
Energy above the lowest of the compared OMol25 structures with the same formula, charge and spin in eV: 0.193
Orbital gap in eV: 6.73
LUMO in eV: 3.4

Each line ends with the Löwdin charge.
CARTESIAN COORDINATES (ANGSTROEM)
S1 -0.0033 1.5897 0.2841  -0.104
H1 0.1219 1.4103 -0.9965  -0.456
S2 2.7343 -0.8749 -0.9757  0.378
H2 3.5006 -0.0660 -1.7210  -0.254
H3 1.6585 -0.0308 -0.7530  -0.296
S3 -2.7471 -0.8158 0.7732  0.365
H4 -1.6956 0.0420 0.6954  -0.366
H5 -3.3605 -0.1781 1.7587  -0.267


This record from the Open Molecules 2025 dataset describes a 31-piece molecular cluster, H62O31 overall. The level of theory is the ωB97M-V functional and the def2-TZVPD basis.

Results
Highest occupied orbital energy in eV: -10.52
Strongest force on any atom in eV/Å: 2.51
Energy above the lowest of the compared OMol25 structures with the same formula, charge and spin in eV: 1.288
Orbital gap in eV: 10.45
LUMO in eV: -0.1

Each line ends with the Löwdin charge.
CARTESIAN COORDINATES (ANGSTROEM)
O1 9.4726 14.6406 15.8851  -0.073
H1 8.7031 14.0197 15.7716  0.059
H2 10.1040 14.1146 15.3522  0.044
O2 13.2075 10.0084 9.5978  -0.042
H3 12.6275 9.2835 9.4754  -0.022
H4 13.8691 9.6038 10.1620  0.001
O3 15.6977 9.1031 13.1741  -0.058
H5 15.4833 10.0296 13.0623  0.030
H6 14.8273 8.7521 13.4606  0.033
O4 14.4589 8.0963 11.1882  -0.073
H7 15.2324 8.5932 11.5568  0.040
H8 14.6059 7.3681 10.5788  0.068
O5 9.0198 10.2217 17.1403  -0.029
H9 8.3303 10.8574 17.0459  0.026
H10 8.6092 9.3896 16.8931  0.052
O6 10.6739 12.6929 13.0947  -0.061
H11 11.0454 11.8259 12.7754  0.070
H12 10.7599 13.2965 12.3343  0.017
O7 13.6140 17.7587 13.5041  -0.078
H13 14.2478 17.5836 12.7950  -0.005
H14 12.7977 17.3876 13.1564  -0.021
O8 13.7727 12.6590 12.8769  -0.076
H15 13.3136 12.8588 13.7381  0.050
H16 14.6914 12.4571 13.1354  0.030
O9 12.2410 9.8411 16.3615  -0.042
H17 12.4311 10.7553 16.6134  0.017
H18 11.4385 9.6343 16.8399  0.024
O10 10.9578 11.4571 7.0848  -0.021
H19 11.4186 11.3331 7.8760  -0.014
H20 11.6404 11.2767 6.4193  0.063
O11 14.0831 14.9476 14.8180  -0.062
H21 13.9825 15.9090 14.9521  0.055
H22 14.1308 14.9293 13.8466  0.036
O12 15.6402 11.6683 14.5714  -0.077
H23 16.5590 11.3622 14.7585  0.028
H24 15.2743 11.8938 15.4502  0.054
O13 15.6556 16.5133 12.2096  -0.052
H25 16.3942 16.1195 12.6739  0.052
H26 15.8193 16.2221 11.2939  0.019
O14 11.5426 7.6086 12.4506  -0.067
H27 11.2500 7.8615 11.5388  0.049
H28 12.4993 7.4975 12.3245  0.027
O15 18.1881 10.7080 14.1588  -0.071
H29 17.4866 10.0285 13.8842  0.055
H30 18.7013 10.8819 13.3680  0.048
O16 10.5334 14.5003 10.5798  -0.063
H31 9.7351 14.0279 10.2434  0.073
H32 11.3233 13.9670 10.4246  -0.003
O17 10.9368 8.0474 9.4565  -0.097
H33 10.9045 7.1293 9.1969  0.042
H34 10.0607 8.4743 9.1291  0.018
O18 8.0313 12.5584 14.2083  -0.109
H35 7.9955 13.2972 13.5229  0.045
H36 8.8794 12.0684 14.0584  0.029
O19 7.5412 9.6876 13.0120  -0.095
H37 8.3627 9.1736 13.3076  0.067
H38 7.3943 10.3899 13.6848  0.032
O20 13.3382 12.7558 16.3102  -0.079
H39 13.3060 13.6347 15.8189  0.030
H40 12.7716 12.8698 17.0668  -0.004
O21 16.5429 15.4510 9.6243  -0.065
H41 15.8582 14.9877 9.0825  0.011
H42 17.1441 14.7365 9.7693  0.029
O22 13.6038 7.6708 14.4320  -0.053
H43 12.8826 7.0242 14.4137  0.058
H44 13.6363 7.9611 15.3655  0.062
O23 8.9648 9.3659 8.4676  -0.040
H45 9.3287 9.9014 7.7552  0.044
H46 8.7471 10.0232 9.1721  0.045
O24 12.9494 12.9667 10.2957  -0.083
H47 13.0475 11.9996 10.0651  0.053
H48 13.1017 12.9747 11.2526  0.003
O25 11.4379 17.0816 12.0225  -0.056
H49 11.1227 16.4198 11.3898  0.037
H50 11.4465 17.9168 11.4999  0.106
O26 10.8843 12.8541 18.0628  -0.072
H51 10.4911 13.5037 17.4472  0.017
H52 10.2965 12.0493 18.0479  0.047
O27 10.5603 9.4355 14.0486  -0.083
H53 10.9997 8.7429 13.5104  -0.023
H54 11.2385 9.9223 14.5282  0.002
O28 9.2119 16.5165 13.6008  -0.065
H55 9.4199 16.0644 14.4333  0.011
H56 10.0319 16.6386 13.0962  -0.005
O29 14.3098 14.5049 8.3848  -0.043
H57 13.5958 13.9763 8.7751  0.022
H58 13.9657 15.2255 7.8741  0.049
O30 8.1853 11.2501 10.6464  -0.078
H59 8.0157 10.6280 11.4015  0.025
H60 7.5233 11.9591 10.7287  0.052
O31 7.4674 14.7725 11.9998  -0.080
H61 7.9220 15.5893 12.2693  0.011
H62 6.5568 15.1492 12.1055  0.073


This record from the Open Molecules 2025 dataset describes a 32-piece molecular cluster, H64O32 overall. The level of theory is the ωB97M-V functional and the def2-TZVPD basis.

Results
Highest occupied orbital energy in eV: -10.76
Strongest force on any atom in eV/Å: 3.25
Energy above the lowest of the compared OMol25 structures with the same formula, charge and spin in eV: 1.342
Orbital gap in eV: 10.76
LUMO in eV: 0.0

Each line ends with the Löwdin charge.
CARTESIAN COORDINATES (ANGSTROEM)
O1 0.2417 3.0445 4.0232  -0.073
H1 0.1394 3.6955 3.2651  0.051
H2 0.7764 2.3576 3.6152  0.020
O2 -5.9911 -1.8582 0.3432  -0.052
H3 -5.5330 -2.5448 0.8614  0.028
H4 -5.5016 -1.8437 -0.4737  -0.005
O3 2.3483 2.2663 -1.9600  -0.028
H5 3.2782 2.2415 -2.2249  0.029
H6 2.0917 1.4573 -1.5617  -0.021
O4 3.2513 -0.2549 1.7036  -0.070
H7 3.9931 0.1161 1.1715  0.058
H8 2.7043 0.5222 1.9155  0.031
O5 1.7243 -5.5405 -2.2301  -0.068
H9 1.7694 -4.7012 -2.7796  0.036
H10 2.5344 -6.0251 -2.3328  0.035
O6 0.3901 -3.4916 -0.5228  -0.060
H11 1.0086 -3.2342 0.1907  0.036
H12 0.7897 -4.2736 -0.9810  0.056
O7 2.3422 -2.8204 1.4023  -0.062
H13 2.7351 -2.0048 1.7746  0.011
H14 2.2746 -3.4477 2.1436  0.070
O8 0.6176 4.8293 1.9002  -0.009
H15 0.3658 5.7478 2.0188  0.077
H16 1.3882 4.8266 1.3962  -0.015
O9 -1.1317 -1.5708 -1.0201  -0.060
H17 -0.6079 -0.8185 -1.3423  0.022
H18 -0.6079 -2.3611 -0.9404  -0.035
O10 0.0445 -0.5906 3.1600  -0.062
H19 -0.7822 -0.7359 2.6005  0.038
H20 -0.3641 -0.2636 3.9683  0.045
O11 -3.5354 0.7285 -1.1435  -0.045
H21 -4.1465 0.8221 -0.3866  0.025
H22 -3.6141 -0.1819 -1.4028  0.003
O12 5.1638 0.1606 -0.6499  -0.053
H23 4.6056 0.1337 -1.4477  0.012
H24 6.0658 0.0639 -0.9702  0.061
O13 -1.2563 3.0251 0.6333  -0.047
H25 -0.7451 3.8303 0.5303  0.017
H26 -1.4230 2.7335 -0.2714  0.009
O14 -4.4732 0.5712 -4.4958  -0.028
H27 -4.3850 1.1283 -3.7087  0.048
H28 -5.3672 0.7124 -4.7469  0.033
O15 3.3125 -0.3018 4.8733  -0.055
H29 3.3031 -0.4568 3.9146  0.002
H30 2.4467 -0.6635 5.1079  0.034
O16 -4.4967 0.8066 1.3132  -0.092
H31 -5.2166 0.1737 1.3036  0.034
H32 -4.4555 1.1477 2.2791  0.082
O17 3.3199 3.2653 5.0619  -0.047
H33 2.7483 3.8456 5.5792  0.035
H34 3.4168 2.4540 5.5237  -0.004
O18 3.6982 -0.8581 -2.8777  -0.032
H35 4.0270 -1.7606 -2.9537  0.067
H36 2.8995 -0.7851 -2.3915  -0.024
O19 1.4999 -2.7880 -3.0247  -0.054
H37 1.1645 -2.0564 -3.5771  0.024
H38 1.1696 -2.5949 -2.1744  -0.016
O20 1.0089 1.4229 1.8699  -0.069
H39 0.3880 1.9514 1.3423  0.031
H40 0.5570 0.7624 2.4038  -0.024
O21 0.7129 -0.2503 -4.0644  -0.059
H41 1.4866 0.0951 -4.4897  0.046
H42 -0.0971 -0.3965 -4.6250  0.037
O22 2.9487 4.1115 0.3043  -0.028
H43 2.7253 3.3685 -0.3185  0.043
H44 3.3158 4.7828 -0.1993  0.009
O23 -3.9739 0.8329 4.0560  -0.043
H45 -3.5231 1.5274 4.5318  0.011
H46 -3.3182 0.1514 4.0864  0.027
O24 -1.8751 -0.8301 -4.7718  -0.065
H47 -2.7303 -0.4204 -5.0108  0.032
H48 -1.8125 -1.7935 -4.8579  0.020
O25 -3.5736 -3.3316 1.3521  -0.035
H49 -3.0945 -3.6876 0.6191  0.028
H50 -3.3826 -2.4019 1.2162  -0.009
O26 -1.7762 1.7793 5.2059  -0.093
H51 -1.1337 2.3391 4.6249  0.041
H52 -1.4755 1.9856 6.0752  0.028
O27 1.3235 -0.3795 -0.9163  -0.064
H53 1.8428 -0.4453 -0.0653  0.068
H54 0.6688 0.3239 -0.7077  0.041
O28 -3.8162 -2.1877 -2.0909  -0.060
H55 -3.6903 -1.8162 -2.9933  0.048
H56 -2.9635 -2.2304 -1.6377  0.007
O29 -0.8132 -3.5770 -4.7860  -0.056
H57 0.1374 -3.4723 -4.5378  0.039
H58 -1.1318 -4.4234 -4.4451  0.058
O30 5.2011 3.0374 -1.5568  -0.038
H59 4.8883 3.4190 -0.7624  -0.006
H60 5.4821 2.1431 -1.2856  0.021
O31 -1.0491 1.4457 -1.7516  -0.051
H61 -1.9923 1.2531 -1.6816  -0.007
H62 -0.8453 1.3422 -2.6891  0.051
O32 -2.0942 -0.9382 1.5359  -0.039
H63 -1.7346 -1.0803 0.6720  0.003
H64 -2.8063 -0.2913 1.3676  0.045


This record from the Open Molecules 2025 dataset describes a 32-piece molecular cluster, H64O32 overall. The level of theory is the ωB97M-V functional and the def2-TZVPD basis.

Results
Highest occupied orbital energy in eV: -9.45
Strongest force on any atom in eV/Å: 1.31
Energy above the lowest of the compared OMol25 structures with the same formula, charge and spin in eV: 3.558
Orbital gap in eV: 9.09
LUMO in eV: -0.4

Each line ends with the Löwdin charge.
CARTESIAN COORDINATES (ANGSTROEM)
O1 0.1046 -3.0489 4.3297  -0.042
H1 0.9399 -2.6684 4.6014  -0.004
H2 0.2112 -3.2181 3.3936  0.006
O2 -1.1527 0.7945 2.9381  -0.053
H3 -1.3550 0.2185 3.6754  0.014
H4 -2.0076 1.0501 2.5917  -0.021
O3 3.8094 0.4088 0.6577  -0.032
H5 3.9872 1.2979 0.9644  0.059
H6 3.0259 0.1414 1.1382  0.007
O4 1.0579 -3.1643 -0.8195  -0.029
H7 0.4214 -3.6756 -0.3197  0.024
H8 1.5182 -2.6442 -0.1609  0.038
O5 -2.0758 -2.1631 -1.8977  -0.039
H9 -2.1174 -2.9415 -1.3422  0.015
H10 -1.6577 -1.4991 -1.3495  -0.013
O6 2.0614 -1.2867 5.0047  -0.032
H11 2.6906 -1.9086 5.3703  0.059
H12 2.5937 -0.6843 4.4850  -0.010
O7 2.6192 -4.8345 -2.5043  -0.054
H13 2.1694 -5.4578 -3.0748  0.027
H14 1.9142 -4.3465 -2.0789  -0.028
O8 -3.4732 -3.7408 0.6810  -0.011
H15 -3.3140 -4.5947 1.0832  0.073
H16 -3.8377 -3.2072 1.3871  0.064
O9 1.6476 -1.6560 -3.1352  -0.041
H17 2.0720 -0.9076 -2.7156  0.005
H18 1.3478 -2.2009 -2.4075  -0.018
O10 -5.8302 -2.0534 -0.3854  -0.036
H19 -6.5140 -1.6821 0.1722  0.033
H20 -5.0474 -2.0574 0.1654  -0.007
O11 -0.5769 -0.2911 -0.2710  -0.053
H21 0.1854 -0.5055 0.2666  -0.037
H22 -0.5101 0.6525 -0.4169  -0.015
O12 -0.9043 -3.2763 1.3424  -0.036
H23 -1.8180 -3.3608 1.0697  -0.012
H24 -0.7322 -2.3351 1.3162  0.037
O13 1.2551 -0.8174 1.4282  -0.031
H25 1.0331 -0.3807 2.2506  0.063
H26 1.7246 -1.6077 1.6952  0.003
O14 2.9500 2.4532 -3.0433  -0.026
H27 2.0458 2.7638 -3.0903  0.008
H28 3.4405 3.1951 -2.6893  0.052
O15 -0.7242 2.3473 -0.6541  -0.036
H29 -1.4911 2.4713 -0.0950  0.015
H30 -0.1872 3.1248 -0.5008  0.023
O16 -4.3031 1.1305 -1.6156  -0.043
H31 -3.8483 0.7096 -0.8861  0.006
H32 -3.7699 0.9226 -2.3829  -0.004
O17 -0.5139 2.1030 -3.5918  -0.036
H33 -1.3575 1.8583 -3.9722  -0.004
H34 -0.6654 2.0945 -2.6467  0.007
O18 0.7011 -5.7831 1.3009  -0.038
H35 0.0366 -5.1584 1.5914  -0.007
H36 0.4721 -5.9713 0.3908  0.039
O19 -2.8997 0.9549 -4.4106  -0.032
H37 -3.7890 1.1249 -4.7213  0.064
H38 -2.5637 0.2812 -5.0018  0.054
O20 0.6869 4.6416 -3.9042  -0.058
H39 0.1167 3.9298 -3.6135  -0.021
H40 1.0169 4.3524 -4.7549  0.061
O21 4.7540 -2.1314 0.8509  -0.032
H41 4.4343 -1.2347 0.9508  -0.017
H42 5.6609 -2.0981 1.1553  0.054
O22 2.4659 5.0296 1.4553  -0.055
H43 1.6966 4.5607 1.1320  -0.009
H44 2.3918 5.9042 1.0735  0.024
O23 -2.1353 4.6513 -2.2681  -0.027
H45 -2.6661 4.0680 -2.8104  0.066
H46 -2.1756 5.4970 -2.7147  0.075
O24 -3.1730 1.4091 1.4367  -0.025
H47 -4.1223 1.3305 1.3416  0.071
H48 -2.9780 2.3057 1.1639  0.005
O25 -2.1822 -1.5484 4.6503  -0.059
H49 -1.4661 -2.1794 4.5779  -0.021
H50 -2.1188 -1.2151 5.5453  0.041
O26 -2.8601 3.9628 0.1834  -0.048
H51 -2.7378 3.9413 -0.7657  -0.003
H52 -2.6318 4.8578 0.4347  0.063
O27 2.4964 -3.1421 2.1422  -0.035
H53 2.2224 -4.0494 2.2758  0.049
H54 3.3568 -3.2097 1.7283  0.026
O28 -0.2295 3.5840 2.7909  -0.044
H55 -0.4206 2.6461 2.7834  -0.016
H56 -1.0893 4.0038 2.8203  0.027
O29 3.3528 0.6891 3.5681  -0.024
H57 3.5167 1.5268 3.1350  0.060
H58 4.2125 0.4093 3.8827  0.067
O30 4.0944 -0.1823 -2.4345  -0.046
H59 4.0954 -0.2582 -1.4803  -0.002
H60 3.6647 0.6552 -2.6081  -0.014
O31 -0.9308 -1.7972 -4.5914  -0.067
H61 -0.9738 -1.7590 -3.6359  -0.020
H62 -0.0625 -1.4564 -4.8063  0.015
O32 0.5864 4.7710 -1.0765  -0.033
H63 0.5395 5.6502 -0.7011  0.056
H64 0.5932 4.9141 -2.0229  0.001